Model A:
Below is an isolated molecule of C5H10O2, with properties calculated with the ωB97M-V functional and the def2-TZVPD basis.

Properties
**HOMO energy**: -9.64 eV
**Structure (SMILES)**: C[C@@H]1[C@H](O)C[C@@H]1O
**Spin multiplicity**: 1

XYZ file:
```
17
Properties=species:S:1:pos:R:3:nbo_charge:R:1
C 0.76 1.59 -0.06 -0.616
C 0.79 0.09 -0.32 -0.253
C 0.44 -0.77 0.92 0.104
O 0.19 -0.04 2.10 -0.719
C -0.79 -1.34 0.19 -0.453
C -0.45 -0.51 -1.06 0.101
O -1.49 0.38 -1.35 -0.713
H 0.68 2.18 -0.98 0.196
H 1.67 1.90 0.45 0.220
H -0.08 1.84 0.60 0.225
H 1.73 -0.19 -0.80 0.204
H 1.19 -1.55 1.16 0.168
H -0.74 -0.10 2.34 0.473
H -0.80 -2.43 0.08 0.217
H -1.75 -1.00 0.60 0.218
H -0.19 -1.12 -1.94 0.158
H -1.15 1.06 -1.94 0.470
```

***

Model B:
Below is a structure of composition C5H10O2, with properties calculated with the ωB97M-V functional and the def2-TZVPD basis.

Properties
**HOMO energy**: -9.81 eV
**Spin multiplicity**: 1

XYZ file:
```
17
Properties=species:S:1:pos:R:3:nbo_charge:R:1
O 0.89 -1.10 1.51 -0.736
C 1.56 -0.79 0.31 -0.067
C 0.71 -0.49 -0.96 -0.428
C -0.57 0.37 -0.81 -0.259
C -1.59 -0.24 0.16 -0.067
O -1.09 0.60 1.23 -0.554
C -0.53 1.49 0.23 -0.073
H 0.35 -0.32 1.76 0.485
H 2.15 -1.69 0.09 0.183
H 2.27 0.03 0.49 0.149
H 0.39 -1.43 -1.42 0.205
H 1.38 0.00 -1.68 0.212
H -0.95 0.64 -1.80 0.211
H -1.49 -1.31 0.37 0.200
H -2.64 0.03 -0.03 0.177
H -1.25 2.28 0.01 0.178
H 0.43 1.92 0.54 0.185
```

***

Model C:
Below is an isolated molecule of C5H10O2, with properties calculated with the ωB97M-V functional and the def2-TZVPD basis.

Properties
**HOMO energy**: -10.06 eV
**Structure (SMILES)**: CC[C@@H](O)CC=O
**Spin multiplicity**: 1

XYZ file:
```
17
Properties=species:S:1:pos:R:3:nbo_charge:R:1
C 0.57 2.25 -0.71 -0.610
C 0.31 0.77 -0.94 -0.403
C 0.34 -0.06 0.34 0.115
O -0.59 0.52 1.23 -0.729
C 0.01 -1.55 0.02 -0.550
C -1.13 -2.13 0.81 0.461
O -1.23 -2.03 2.02 -0.547
H 0.48 2.81 -1.65 0.209
H -0.15 2.66 0.01 0.226
H 1.58 2.42 -0.31 0.201
H -0.68 0.64 -1.40 0.200
H 1.04 0.35 -1.64 0.200
H 1.35 0.00 0.78 0.158
H -0.67 -0.06 2.00 0.490
H 0.88 -2.19 0.24 0.246
H -0.21 -1.69 -1.05 0.217
H -1.89 -2.70 0.24 0.115
```

***

Unit: hartree. Relative energies: model A 0.0199; model B 0.0393; model C 0.0000.

***

Model A:
Below is a cluster of 2 separate species, C5H10O2 in total, with properties calculated with the ωB97M-V functional and the def2-TZVPD basis.

Properties
**HOMO energy**: -8.45 eV
**Structure (SMILES)**: COCC1=C(O)C1.[H][H]
**Spin multiplicity**: 1

XYZ file:
```
17
Properties=species:S:1:pos:R:3:nbo_charge:R:1
C 2.77 -0.12 0.37 -0.249
O 1.38 0.02 0.53 -0.533
C 0.65 -0.70 -0.44 -0.091
C -0.78 -0.50 -0.14 -0.122
C -2.21 -1.05 -0.19 -0.410
C -1.69 0.13 0.53 0.333
O -2.04 1.09 1.39 -0.646
H 3.07 -1.18 0.41 0.165
H 3.24 0.41 1.20 0.196
H 3.12 0.30 -0.58 0.165
H 0.91 -0.35 -1.45 0.178
H 0.91 -1.77 -0.39 0.179
H -1.21 2.30 -1.28 -0.001
H -2.81 -0.93 -1.10 0.175
H -2.46 -1.96 0.37 0.172
H -1.62 2.75 -0.86 -0.002
H -1.23 1.56 1.63 0.494
```

***

Model B:
Below is a cluster of 2 separate species, C5H10O2 in total, with properties calculated with the ωB97M-V functional and the def2-TZVPD basis.

Properties
**HOMO energy**: -9.68 eV
**Structure (SMILES)**: C/C=C/CO.C=O
**Spin multiplicity**: 1

XYZ file:
```
17
Properties=species:S:1:pos:R:3:nbo_charge:R:1
O 2.67 -0.12 1.14 -0.713
C 1.77 -0.46 0.10 -0.095
C 0.42 0.00 0.52 -0.233
C -0.22 1.02 -0.04 -0.133
C -1.56 1.52 0.42 -0.655
O -2.37 -1.10 -1.02 -0.530
C -1.23 -1.49 -1.09 0.280
H 3.54 -0.47 0.93 0.468
H 2.05 0.02 -0.85 0.161
H 1.77 -1.55 -0.07 0.158
H -0.03 -0.52 1.37 0.204
H -1.41 2.40 1.06 0.225
H 0.25 1.55 -0.87 0.194
H -2.19 1.83 -0.43 0.226
H -2.10 0.76 0.98 0.224
H -0.54 -1.17 -1.89 0.110
H -0.80 -2.21 -0.37 0.109
```

***

Model C:
Below is an isolated molecule of C5H10O2, with properties calculated with the ωB97M-V functional and the def2-TZVPD basis.

Properties
**HOMO energy (alpha / beta)**: -7.36 / -7.18 eV
**Spin multiplicity**: 1

XYZ file:
```
17
Properties=species:S:1:pos:R:3:nbo_charge:R:1
O 2.95 -0.04 -1.72 -0.717
C 2.54 -0.25 -0.36 -0.142
C 1.07 -0.27 -0.16 -0.023
C -2.03 -0.79 1.02 -0.606
C -1.80 0.27 -0.07 -0.492
C -0.72 1.22 0.24 0.107
O 0.53 0.88 0.18 -0.346
H 2.51 0.77 -2.02 0.460
H 2.97 0.52 0.29 0.173
H 2.97 -1.21 -0.09 0.190
H 0.42 -1.06 -0.52 0.161
H -2.38 -0.31 1.94 0.209
H -2.78 -1.52 0.72 0.211
H -2.73 0.84 -0.23 0.224
H -1.58 -0.24 -1.03 0.209
H -1.11 -1.33 1.26 0.211
H -0.86 2.24 0.60 0.174
```

***

Unit: hartree. Relative energies: model A 0.0850; model B 0.0000; model C 0.0589.

***

Model A:
Below is an isolated molecule of C5H10O2, with properties calculated with the ωB97M-V functional and the def2-TZVPD basis.

Properties
**HOMO energy**: -10.06 eV
**Structure (SMILES)**: C[C@@]1(CCO)CO1
**Spin multiplicity**: 1

XYZ file:
```
17
Properties=species:S:1:pos:R:3:nbo_charge:R:1
C -1.43 -1.42 0.32 -0.627
C -0.58 -0.22 -0.08 0.211
C 0.88 -0.29 -0.56 -0.454
C 1.95 0.30 0.40 -0.053
O 1.93 1.71 0.47 -0.727
C -1.40 0.91 -0.56 -0.105
O -0.79 0.96 0.72 -0.522
H -1.60 -2.09 -0.53 0.218
H -1.05 -2.02 1.15 0.217
H -2.42 -1.05 0.63 0.220
H 0.98 0.30 -1.48 0.217
H 1.17 -1.32 -0.81 0.218
H 2.93 0.05 -0.01 0.180
H 1.89 -0.16 1.40 0.159
H 1.05 1.95 0.78 0.484
H -2.48 0.83 -0.51 0.180
H -1.02 1.57 -1.34 0.184
```

***

Model B:
Below is a cluster of 2 separate species, C5H10O2 in total, with properties calculated with the ωB97M-V functional and the def2-TZVPD basis.

Properties
**HOMO energy**: -9.72 eV
**Spin multiplicity**: 1

XYZ file:
```
17
Properties=species:S:1:pos:R:3:nbo_charge:R:1
C 0.01 0.22 1.26 -0.469
C 0.36 0.03 -0.22 -0.121
C -0.91 -0.41 0.30 0.591
C 1.31 -1.04 -0.62 -0.597
C 0.62 1.36 -0.84 -0.599
O -2.38 0.75 -0.21 -0.863
O -1.39 -1.70 0.17 -0.648
H 0.41 -0.47 1.93 0.216
H -0.06 1.20 1.58 0.239
H 1.26 -1.39 -1.68 0.228
H 1.18 -1.92 0.07 0.217
H 2.35 -0.62 -0.47 0.211
H 1.09 1.25 -1.78 0.213
H 1.27 1.85 -0.22 0.200
H -0.41 1.87 -0.81 0.264
H -2.77 0.92 0.61 0.434
H -1.91 -1.90 0.93 0.483
```

***

Model C:
Below is a structure of composition C5H10O2, with properties calculated with the ωB97M-V functional and the def2-TZVPD basis.

Properties
**HOMO energy**: -9.90 eV
**Spin multiplicity**: 1

XYZ file:
```
17
Properties=species:S:1:pos:R:3:nbo_charge:R:1
C 1.54 -0.09 -1.63 -0.620
C 0.42 -0.74 -0.86 0.077
O 0.99 -1.69 0.02 -0.708
C -0.43 0.29 -0.13 0.082
C -1.19 -0.17 1.10 -0.464
C -0.96 1.26 1.56 -0.057
O 0.22 1.28 0.71 -0.529
H 2.13 -0.85 -2.15 0.220
H 1.13 0.60 -2.37 0.210
H 2.18 0.46 -0.94 0.226
H -0.27 -1.25 -1.56 0.158
H 0.29 -2.01 0.60 0.465
H -1.05 0.84 -0.86 0.172
H -2.17 -0.66 1.05 0.214
H -0.38 -0.67 1.66 0.208
H -0.77 1.43 2.62 0.184
H -1.69 1.98 1.17 0.164
```

***

Unit: hartree. Relative energies: model A 0.0000; model B 0.0742; model C 0.0067.